# 1
Formula: C16H48N2OSi5Tl
Source: the OMol25 dataset
Level of theory: ωB97M-V/def2-TZVPD

Structure (ORCA input):
```
! RIJCOSX wB97M-V def2-TZVPD def2/J DEFGRID3
* xyz 1 1
Tl 1.175 -2.146 -1.397
N 3.507 -3.574 -0.083
C 3.900 -3.917 1.301
C 3.280 -3.028 2.377
C 1.821 -3.322 2.806
C 0.750 -2.752 1.881
N 0.553 -3.507 0.623
H 3.537 -4.429 -0.683
H 4.133 -2.859 -0.447
H 4.984 -3.813 1.417
H 3.606 -4.965 1.493
H 3.300 -1.970 2.099
H 3.957 -3.068 3.271
H 1.696 -2.940 3.850
H 1.639 -4.406 2.925
H 0.983 -1.686 1.655
H -0.224 -2.767 2.391
H -0.299 -4.041 0.721
H 1.296 -4.181 0.548
C -2.109 -2.620 -2.132
Si -2.325 -1.251 -0.920
C -3.709 -0.123 -1.666
C -2.969 -1.977 0.649
O -0.886 -0.527 -0.505
H -3.134 -3.075 -2.171
H -1.424 -3.406 -1.730
H -1.711 -2.276 -3.116
H -4.644 -0.278 -1.113
H -3.823 -0.427 -2.697
H -3.431 0.946 -1.644
H -3.911 -2.446 0.354
H -3.192 -1.226 1.436
H -2.301 -2.755 1.128
C 2.405 2.998 0.288
Si 1.763 1.246 0.564
C 2.931 0.057 -0.331
C 1.759 0.873 2.368
Si -0.530 1.144 -0.381
Si -0.411 2.122 -2.518
C -1.323 1.156 -3.819
C 1.319 2.081 -3.200
C -0.963 3.876 -2.491
Si -1.967 2.274 1.010
C -3.631 2.763 0.330
C -1.096 3.900 1.316
C -2.301 1.399 2.626
H 3.364 2.933 -0.235
H 2.712 3.492 1.184
H 1.745 3.589 -0.314
H 3.943 0.260 0.024
H 2.863 0.186 -1.393
H 2.764 -0.961 -0.024
H 2.653 0.328 2.711
H 0.862 0.328 2.759
H 1.792 1.781 2.982
H -1.328 0.084 -3.588
H -0.834 1.382 -4.781
H -2.344 1.535 -3.841
H 1.639 1.015 -3.337
H 1.968 2.577 -2.479
H 1.222 2.514 -4.220
H -1.778 4.071 -1.726
H -1.342 4.179 -3.479
H -0.100 4.487 -2.245
H -3.543 3.400 -0.574
H -4.224 3.343 1.064
H -4.188 1.874 0.046
H -0.661 4.274 0.399
H -0.292 3.753 2.050
H -1.783 4.607 1.691
H -1.359 0.951 3.042
H -3.121 0.696 2.612
H -2.610 2.245 3.289
*
```

Results
Electronic energy, eV: -66480.288
Relative energy (zero: lowest compared OMol25 entry of this formula, charge and spin), kcal per mole: 0.0
Kohn-Sham gap, eV: 8.321
Max |F|, eV/Å: 1.87

---

# 2
Formula: C16H48O11
Source: the OMol25 dataset
Level of theory: ωB97M-V/def2-TZVPD

Structure (ORCA input):
```
! RIJCOSX wB97M-V def2-TZVPD def2/J DEFGRID3
* xyz -1 2
C 0.000 -2.929 -2.409
C -0.015 -3.748 -3.686
O -0.344 -3.007 -4.791
H 0.891 -2.368 -2.125
H -0.365 -3.525 -1.573
H -0.675 -2.081 -2.521
H -0.867 -4.428 -3.647
H 0.816 -4.441 -3.819
H 0.515 -2.682 -5.072
C -3.740 -3.482 -0.932
C -3.363 -2.235 -0.047
O -4.404 -2.165 0.927
H -3.026 -3.505 -1.756
H -4.663 -3.412 -1.508
H -3.603 -4.359 -0.300
H -3.448 -1.353 -0.681
H -2.378 -2.427 0.378
H -4.364 -2.869 1.579
C -0.862 -3.971 1.928
C 0.279 -4.947 2.392
O 0.774 -5.522 1.164
H -0.482 -3.090 1.411
H -1.537 -3.636 2.715
H -1.639 -4.316 1.246
H -0.086 -5.667 3.125
H 1.097 -4.428 2.892
H 1.594 -5.849 1.542
C 4.368 1.888 -0.393
C 3.458 3.150 -0.556
O 2.195 2.945 0.090
H 4.339 1.365 0.563
H 5.386 2.094 -0.723
H 3.997 1.110 -1.060
H 3.382 3.566 -1.561
H 3.848 3.958 0.063
H 1.583 2.431 -0.443
C -3.903 3.610 3.404
C -2.558 3.446 2.713
O -2.769 2.426 1.807
H -3.788 4.393 4.154
H -4.146 2.678 3.914
H -4.720 3.928 2.757
H -1.761 3.244 3.428
H -2.341 4.439 2.319
H -3.095 1.680 2.316
C -0.802 6.948 -1.771
C -1.008 5.920 -0.649
O 0.011 4.939 -0.619
O 0.332 7.651 -1.492
H -1.547 7.738 -1.676
H -0.899 6.400 -2.708
H -1.987 5.441 -0.664
H -1.094 6.397 0.327
H -0.311 4.083 -0.326
H 0.886 7.186 -0.861
C 3.703 -2.735 -0.168
C 5.073 -2.758 0.580
O 5.097 -3.001 2.050
O 2.873 -1.637 0.239
H 3.148 -3.668 -0.067
H 3.883 -2.667 -1.241
H 5.636 -1.839 0.415
H 5.713 -3.545 0.183
H 4.265 -2.756 2.461
H 2.657 -1.696 1.173
C -1.234 1.066 -0.750
C -0.093 0.172 -0.254
O 1.039 0.619 -1.004
O -1.151 2.360 -0.309
H -2.196 0.694 -0.399
H -1.312 0.918 -1.827
H -0.412 -0.870 -0.279
H 0.149 0.435 0.776
H 1.705 -0.054 -0.843
H -1.704 2.348 0.476
*
```

Results
Electronic energy, eV: -39887.449
<S²>: 0.7505
Kohn-Sham gap (alpha / beta), eV: 2.176 / 9.436
Max |F|, eV/Å: 3.21

---

# 3
Formula: C16H48O16
Source: the OMol25 dataset
Level of theory: ωB97M-V/def2-TZVPD

Structure (ORCA input):
```
! RIJCOSX wB97M-V def2-TZVPD def2/J DEFGRID3
* xyz 0 1
C -2.605 -3.606 0.935
C -3.507 -2.488 0.555
O -4.620 -2.425 1.479
O -1.461 -3.536 0.055
H -3.040 -4.599 0.797
H -2.159 -3.529 1.930
H -3.866 -2.610 -0.468
H -2.967 -1.547 0.666
H -5.258 -3.093 1.212
H -0.779 -2.940 0.389
C 2.335 0.883 4.677
C 3.308 0.900 5.853
O 4.552 0.271 5.484
O 2.636 1.895 3.730
H 1.320 0.971 5.062
H 2.465 -0.122 4.262
H 2.872 0.379 6.708
H 3.646 1.895 6.139
H 4.485 -0.676 5.639
H 3.490 1.596 3.379
C 1.129 -4.348 -2.575
C 1.362 -2.948 -3.117
O 2.703 -2.545 -2.757
O 1.840 -5.288 -3.363
H 0.054 -4.483 -2.765
H 1.244 -4.577 -1.514
H 0.702 -2.193 -2.674
H 1.150 -2.953 -4.186
H 3.153 -2.213 -3.540
H 2.753 -5.301 -3.060
C -5.263 0.101 -2.116
C -4.392 -0.774 -3.006
O -5.052 -1.769 -3.736
O -4.560 1.030 -1.315
H -5.984 -0.497 -1.552
H -5.915 0.685 -2.784
H -3.528 -1.098 -2.405
H -3.983 -0.116 -3.777
H -5.576 -2.339 -3.162
H -4.003 1.545 -1.909
C 3.007 5.334 2.247
C 2.243 4.956 3.498
O 1.639 6.154 3.986
O 2.065 5.500 1.167
H 3.806 4.629 2.016
H 3.483 6.313 2.352
H 2.894 4.425 4.202
H 1.450 4.222 3.344
H 1.223 5.967 4.832
H 1.829 6.429 1.161
C -1.200 2.372 -5.100
C -1.835 0.987 -5.071
O -1.002 -0.081 -4.655
O -0.294 2.601 -6.195
H -0.508 2.309 -4.234
H -1.747 3.283 -4.872
H -2.412 0.776 -5.973
H -2.593 1.197 -4.300
H -1.145 -0.080 -3.699
H 0.098 1.754 -6.426
C -0.740 0.941 -0.115
C 0.347 1.892 0.397
O 1.215 1.191 1.293
O -0.375 0.105 -1.177
H -1.480 1.630 -0.530
H -1.191 0.392 0.715
H -0.109 2.797 0.818
H 0.971 2.348 -0.385
H 1.688 1.863 1.809
H 0.321 -0.532 -0.977
C 1.522 -2.403 2.220
C 2.726 -2.218 1.309
O 3.035 -0.852 1.106
O 0.329 -1.906 1.595
H 1.677 -1.891 3.170
H 1.456 -3.483 2.368
H 2.596 -2.688 0.328
H 3.638 -2.619 1.761
H 2.316 -0.200 1.072
H 0.371 -0.953 1.769
*
```

Results
Electronic energy, eV: -50124.956
Structure (SMILES): OCCO.OCCO.OCCO.OCCO.OCCO.OCCO.OCCO.OCCO
Relative energy (zero: lowest compared OMol25 entry of this formula, charge and spin), kcal per mole: 53.2
Kohn-Sham gap, eV: 10.179
Max |F|, eV/Å: 3.65